Entry 1:
C24H27N2O2 | ωB97M-V/def2-TZVPD

CARTESIAN COORDINATES (ANGSTROEM)
C 6.996 -2.176 0.001
O 5.895 -2.737 0.751
C 4.706 -2.078 0.751
C 3.609 -2.738 1.352
C 2.351 -2.170 1.314
C 2.130 -0.905 0.725
C 0.770 -0.344 0.584
C -0.298 -1.207 0.459
C -1.624 -0.863 -0.097
C -2.783 -1.787 0.202
C -4.053 -1.249 0.454
C -5.166 -2.091 0.563
C -5.002 -3.481 0.509
C -3.716 -4.020 0.380
C -2.606 -3.175 0.225
C 0.643 1.133 0.611
C 1.464 1.893 1.483
C 1.347 3.261 1.597
C 0.389 3.954 0.816
O 0.330 5.303 0.965
C -0.603 6.047 0.149
C -0.436 3.223 -0.068
C -0.279 1.847 -0.174
C 3.250 -0.235 0.181
C 4.515 -0.802 0.167
H 7.817 -2.869 0.184
H 6.763 -2.136 -1.072
H 7.256 -1.172 0.365
H 3.783 -3.706 1.817
H 1.517 -2.703 1.768
H -0.139 -2.259 0.688
H -1.909 0.135 0.230
H -4.170 -0.166 0.561
H -6.156 -1.651 0.687
H -5.871 -4.139 0.576
H -3.568 -5.101 0.385
H -1.604 -3.594 0.107
H 2.206 1.385 2.099
H 1.976 3.834 2.273
H -0.446 7.082 0.449
H -0.382 5.923 -0.921
H -1.640 5.743 0.354
H -1.193 3.732 -0.672
H -0.904 1.326 -0.900
H 3.126 0.746 -0.276
H 5.349 -0.273 -0.299
C -3.071 1.372 -2.997
N -2.769 0.589 -1.797
N -2.017 -0.569 -2.109
H -3.731 2.192 -2.701
H -2.130 1.786 -3.381
H -3.557 0.775 -3.783
H -3.621 0.268 -1.341
H -1.387 -0.284 -2.873
H -1.357 -0.872 -1.317

HOMO = -10.84 eV
total charge = +1
electronic energy = -32389.8661 eV
LUMO energy = -4.904 eV
ΔE to the lowest compared entry with this formula, charge and spin = 6.614 eV
gap between HOMO and LUMO = 0.2182 hartree

These are the Löwdin partial charges, in e, on atoms 1 to 6: -0.047 -0.071 -0.244 0.022 -0.013 -0.179

---

Entry 2:
C24H28BrLiN2OSi | ωB97M-V/def2-TZVPD

CARTESIAN COORDINATES (ANGSTROEM)
Li 1.644 -1.232 0.896
C 0.010 -0.818 2.034
Si -1.080 -0.147 0.745
C -0.020 0.136 -0.835
N 0.886 -1.012 -1.071
C 2.019 -0.663 -1.942
C 1.628 -0.422 -3.400
C 0.728 -1.561 -3.927
C 0.653 -2.709 -2.923
C 0.146 -2.204 -1.576
C -2.521 -1.271 0.283
C -2.647 -2.547 0.840
C -3.707 -3.381 0.499
C -4.665 -2.949 -0.407
C -4.561 -1.682 -0.970
C -3.500 -0.855 -0.624
C -1.860 1.543 1.128
C -3.039 1.613 1.879
C -3.551 2.828 2.313
C -2.897 4.014 2.004
C -1.732 3.975 1.251
C -1.227 2.753 0.821
H -0.551 -1.464 2.720
H 0.377 0.025 2.642
H 0.613 1.017 -0.657
H -0.622 0.372 -1.728
H 2.755 -1.471 -1.890
H 2.503 0.224 -1.530
H 2.543 -0.340 -3.992
H 1.116 0.538 -3.487
H 1.090 -1.926 -4.888
H -0.286 -1.188 -4.096
H 1.630 -3.189 -2.819
H -0.036 -3.478 -3.276
H 0.177 -3.005 -0.832
H -0.907 -1.937 -1.691
H -1.899 -2.891 1.547
H -3.788 -4.366 0.943
H -5.494 -3.594 -0.672
H -5.310 -1.338 -1.673
H -3.438 0.137 -1.062
H -3.565 0.697 2.129
H -4.466 2.852 2.893
H -3.296 4.962 2.343
H -1.223 4.896 0.991
H -0.326 2.751 0.211
O 5.988 2.961 2.371
C 4.992 2.136 1.995
C 3.671 2.551 1.848
C 2.732 1.620 1.457
N 3.031 0.341 1.198
C 4.291 -0.021 1.362
Br 4.631 -1.860 1.048
C 5.319 0.809 1.750
H 5.643 3.846 2.540
H 3.378 3.575 2.047
H 1.686 1.893 1.364
H 6.333 0.456 1.874

HOMO = -6.71 eV
total charge = 0
electronic energy = -108496.1229 eV
LUMO energy = 0.171 eV
ΔE to the lowest compared entry with this formula, charge and spin = 0.000 eV
gap between HOMO and LUMO = 0.2527 hartree

These are the Löwdin partial charges, in e, on atoms 1 to 6: 0.495 -0.337 0.537 -0.243 -0.262 -0.226

---

Entry 3:
C24H28ClF4NO14 | ωB97M-V/def2-TZVPD

CARTESIAN COORDINATES (ANGSTROEM)
C 1.363 0.430 3.413
C 1.417 1.656 2.490
C 0.163 1.925 1.645
Cl -1.281 1.662 2.711
N -0.047 1.051 0.498
C 1.093 0.904 -0.351
O 1.228 1.635 -1.319
O 2.062 -0.011 -0.076
C 1.532 -1.321 0.210
C 2.664 -2.163 0.829
C 2.182 -3.084 1.935
C 0.920 -3.607 1.990
C 0.528 -4.403 3.028
C 1.396 -4.693 4.042
C 2.663 -4.195 3.960
C 3.069 -3.400 2.931
H 2.370 0.295 3.816
H 0.730 0.600 4.277
H 1.111 -0.502 2.909
H 1.531 2.524 3.146
H 2.332 1.604 1.898
H 0.103 2.975 1.374
H -0.472 0.168 0.757
H 0.768 -1.213 0.972
H 1.122 -1.815 -0.669
H 3.329 -1.437 1.303
H 3.241 -2.687 0.067
H 0.257 -3.342 1.181
H -0.492 -4.769 3.028
H 1.074 -5.300 4.875
H 3.364 -4.441 4.750
H 4.090 -3.041 2.928
C 3.444 3.614 -2.524
C 4.896 3.252 -2.338
O 5.558 4.217 -3.139
C 4.764 5.328 -3.159
O 5.117 6.401 -3.509
O 3.513 5.033 -2.716
F 5.172 2.016 -2.819
H 3.016 3.145 -3.411
H 2.832 3.362 -1.664
H 5.254 3.327 -1.310
C -3.060 -1.187 -2.660
C -3.759 -0.438 -1.556
O -3.314 -1.122 -0.391
C -2.083 -1.620 -0.687
O -1.306 -2.001 0.127
O -1.850 -1.601 -2.014
F -5.108 -0.554 -1.648
H -3.617 -2.067 -2.984
H -2.848 -0.561 -3.523
H -3.489 0.616 -1.482
C 0.616 3.856 -5.157
C 0.005 4.868 -4.219
O -1.289 4.332 -3.996
C -1.185 2.981 -4.133
O -2.000 2.204 -3.761
O -0.023 2.644 -4.743
F -0.115 6.084 -4.802
H 0.367 4.062 -6.199
H 1.696 3.784 -5.057
H 0.524 4.974 -3.265
C -5.744 -3.217 1.441
C -6.434 -2.487 2.566
O -5.964 -3.176 3.710
C -4.725 -3.665 3.396
O -3.940 -4.063 4.185
O -4.519 -3.625 2.055
F -7.782 -2.614 2.494
H -6.300 -4.099 1.120
H -5.556 -2.581 0.579
H -6.175 -1.430 2.645

HOMO = -9.24 eV
total charge = 0
electronic energy = -78890.0456 eV
SMILES string = CC[C@H](Cl)NC(=O)OCCc1ccccc1.O=C1OC[C@@H](F)O1.O=C1OC[C@@H](F)O1.O=C1OC[C@@H](F)O1.O=C1OC[C@@H](F)O1
LUMO energy = 0.339 eV
gap between HOMO and LUMO = 0.3520 hartree

These are the Löwdin partial charges, in e, on atoms 1 to 6: -0.116 -0.257 -0.642 0.645 0.032 -0.491

---

Entry 4:
C24H28F20NO14S | ωB97M-V/def2-TZVPD

CARTESIAN COORDINATES (ANGSTROEM)
N 0.972 -1.172 -0.299
C -0.364 -0.624 -0.253
C -0.401 0.660 0.663
O -0.124 0.444 1.849
O -0.538 1.719 0.016
S -1.472 -2.015 0.242
O -1.928 -1.971 1.601
O -0.968 -3.255 -0.286
C -3.021 -1.789 -0.779
F -2.721 -1.901 -2.067
F -3.803 -2.825 -0.448
C -3.838 -0.484 -0.550
F -4.423 -0.084 -1.691
F -3.054 0.494 -0.131
F -4.801 -0.684 0.352
H 1.483 -0.731 -1.052
H 1.439 -0.929 0.568
H -0.705 -0.347 -1.254
C -3.178 -5.298 -2.815
C -4.682 -5.314 -2.936
O -5.111 -5.157 -4.314
C -5.088 -6.241 -5.060
O -4.773 -7.351 -4.747
C -5.600 -5.901 -6.482
F -5.045 -4.783 -6.954
F -6.930 -5.726 -6.452
F -5.331 -6.893 -7.324
H -2.769 -4.387 -3.250
H -2.893 -5.331 -1.765
H -2.729 -6.151 -3.325
H -5.125 -4.469 -2.415
H -5.115 -6.230 -2.536
C -6.436 2.756 -0.189
C -5.180 3.164 -0.924
O -5.397 4.369 -1.704
C -5.358 5.509 -1.045
O -5.178 5.687 0.122
C -5.562 6.682 -2.036
F -6.579 6.447 -2.875
F -4.455 6.863 -2.767
F -5.818 7.809 -1.379
H -7.266 2.637 -0.888
H -6.267 1.807 0.319
H -6.717 3.501 0.554
H -4.891 2.415 -1.654
H -4.343 3.320 -0.245
C 5.689 1.070 5.006
C 5.509 -0.083 4.045
O 4.516 0.221 3.046
C 4.915 0.953 2.019
O 6.016 1.372 1.808
C 3.719 1.183 1.065
F 2.629 1.525 1.739
F 3.469 0.042 0.398
F 4.006 2.129 0.182
H 4.734 1.339 5.458
H 6.383 0.785 5.797
H 6.087 1.946 4.495
H 5.121 -0.963 4.553
H 6.443 -0.350 3.551
C -0.286 1.635 4.590
C -0.053 0.396 5.410
O 1.239 0.434 6.087
C 1.307 1.110 7.206
O 0.441 1.696 7.789
C 2.747 1.019 7.771
F 3.672 1.236 6.829
F 2.961 -0.204 8.283
F 2.930 1.909 8.744
H 0.519 1.766 3.871
H -1.204 1.519 4.019
H -0.359 2.530 5.212
H 0.004 -0.477 4.765
H -0.829 0.233 6.158
C 8.285 1.243 -4.036
C 7.739 -0.067 -3.514
O 6.394 0.087 -3.018
C 5.432 0.084 -3.928
O 5.552 -0.043 -5.110
C 4.062 0.236 -3.224
F 4.100 1.202 -2.311
F 3.748 -0.916 -2.613
F 3.114 0.512 -4.111
H 8.229 2.011 -3.265
H 9.327 1.116 -4.329
H 7.721 1.584 -4.903
H 8.306 -0.417 -2.654
H 7.751 -0.843 -4.278

HOMO = -5.59 eV
total charge = -1
electronic energy = -120685.8986 eV
LUMO energy = 2.141 eV
gap between HOMO and LUMO = 0.2840 hartree

These are the Löwdin partial charges, in e, on atoms 1 to 6: 0.049 -0.335 -0.727 -0.029 -0.037 0.775

---

Entry 5:
C24H28N2O2S | ωB97M-V/def2-TZVPD

CARTESIAN COORDINATES (ANGSTROEM)
C 0.851 1.133 2.903
C 0.569 -0.105 2.103
S -0.880 -0.876 2.481
O 1.374 -0.483 1.229
H 1.927 1.295 2.939
H 0.387 1.985 2.395
H 0.445 1.061 3.914
C 1.073 0.870 -6.408
N 1.286 0.523 -5.025
C 2.469 0.793 -4.395
O 3.457 1.305 -4.915
C 2.333 0.316 -2.950
C 2.450 1.444 -1.916
C 3.791 2.142 -1.974
C 3.862 3.505 -2.277
C 5.103 4.115 -2.470
C 6.280 3.375 -2.292
C 6.209 2.027 -1.917
C 4.963 1.416 -1.740
N 1.010 -0.312 -2.953
C 0.516 -0.903 -1.851
C -0.719 -1.535 -1.793
C -1.241 -2.138 -0.657
C -2.509 -2.812 -0.634
C -2.971 -3.445 0.550
C -4.206 -4.080 0.598
C -5.031 -4.107 -0.537
C -4.595 -3.504 -1.723
C -3.356 -2.874 -1.781
C 0.302 -0.209 -4.239
C -0.987 0.622 -4.122
C 0.044 -1.576 -4.895
H 1.942 1.422 -6.775
H 0.932 -0.029 -7.018
H 0.178 1.494 -6.507
H 3.104 -0.451 -2.746
H 1.641 2.172 -2.101
H 2.295 1.003 -0.918
H 2.932 4.068 -2.396
H 5.150 5.167 -2.763
H 7.252 3.847 -2.451
H 7.120 1.445 -1.764
H 4.888 0.367 -1.441
H 1.153 -0.864 -0.963
H -1.312 -1.547 -2.707
H -0.648 -2.088 0.266
H -2.331 -3.397 1.434
H -4.534 -4.559 1.521
H -6.006 -4.595 -0.499
H -5.225 -3.524 -2.614
H -3.037 -2.418 -2.719
H -0.729 1.647 -3.820
H -1.495 0.644 -5.094
H -1.667 0.204 -3.378
H 1.009 -2.045 -5.134
H -0.511 -2.248 -4.238
H -0.532 -1.432 -5.818

HOMO = -6.57 eV
total charge = 0
electronic energy = -43251.9134 eV
LUMO energy = -1.770 eV
ΔE to the lowest compared entry with this formula, charge and spin = 3.410 eV
gap between HOMO and LUMO = 0.1764 hartree

These are the Löwdin partial charges, in e, on atoms 1 to 6: -0.149 -1.065 0.527 -0.159 0.067 0.073

---

Entry 6:
C24H28N2O7S | ωB97M-V/def2-TZVPD

CARTESIAN COORDINATES (ANGSTROEM)
C 2.826 3.611 -0.870
H 3.461 4.350 -1.356
H 3.413 3.071 -0.120
H 1.990 4.120 -0.379
O 2.385 2.760 -1.898
C 1.548 1.735 -1.576
C 1.125 0.950 -2.669
C 0.251 -0.122 -2.437
C -0.171 -0.389 -1.138
C 0.259 0.381 -0.074
C 1.112 1.452 -0.291
H 1.415 2.065 0.542
C -0.262 0.076 1.311
N 0.656 0.436 2.365
C 0.143 1.355 3.200
O 0.650 1.863 4.187
C -1.225 1.665 2.704
C -1.482 0.920 1.610
C -2.697 0.755 0.806
O -2.967 -0.315 0.281
C -3.563 1.917 0.642
C -4.865 1.890 0.202
C -5.428 3.169 0.078
C -4.544 4.156 0.399
S -3.021 3.544 0.879
H -4.704 5.216 0.381
H -6.438 3.353 -0.240
H -5.380 0.970 -0.006
O -1.975 2.524 3.398
H -1.434 2.814 4.157
C 1.951 -0.169 2.519
H 2.439 0.345 3.351
H 2.533 -0.017 1.606
C 1.847 -1.668 2.830
N 1.388 -2.413 1.672
C 2.456 -2.724 0.738
C 1.855 -3.347 -0.521
H 2.642 -3.662 -1.208
O 1.106 -4.504 -0.223
C 0.093 -4.216 0.710
C 0.671 -3.633 2.000
H -0.145 -3.399 2.689
H 1.331 -4.382 2.472
H -0.418 -5.160 0.907
H -0.621 -3.497 0.281
H 1.217 -2.598 -1.011
H 2.977 -1.806 0.462
H 3.183 -3.426 1.185
H 1.125 -1.801 3.639
H 2.827 -2.026 3.186
H -0.501 -0.992 1.366
H -0.865 -1.189 -0.944
O -0.140 -0.879 -3.509
C -1.112 -1.880 -3.309
H -1.343 -2.259 -4.303
H -2.020 -1.477 -2.852
H -0.725 -2.700 -2.695
O 1.659 1.326 -3.867
C 0.996 1.012 -5.071
H 1.094 -0.045 -5.326
H 1.488 1.618 -5.831
H -0.063 1.275 -5.028

HOMO = -7.91 eV
total charge = 0
electronic energy = -53488.7723 eV
SMILES string = COc1cc([C@@H]2C(C(=O)c3cccs3)=C(O)C(=O)N2CCN2CCOCC2)cc(OC)c1OC
LUMO energy = -0.262 eV
ΔE to the lowest compared entry with this formula, charge and spin = 1.984 eV
gap between HOMO and LUMO = 0.2811 hartree

These are the Löwdin partial charges, in e, on atoms 1 to 6: -0.080 0.095 0.096 0.097 -0.060 -0.181

---

Entry 7:
C24H28N3NaO2Sb2 | ωB97M-V/def2-TZVPD

CARTESIAN COORDINATES (ANGSTROEM)
Na -0.385 -0.102 0.299
O 2.607 0.900 3.093
C 1.697 0.783 2.293
N 1.351 -0.252 1.486
C 2.052 -1.421 1.491
O 3.038 -1.749 2.126
C 1.497 -2.484 0.500
C 2.199 -3.675 0.371
C 1.732 -4.641 -0.501
C 0.574 -4.395 -1.224
C -0.065 -3.184 -1.037
N 0.378 -2.242 -0.202
C 0.782 2.030 2.120
C 1.176 3.206 2.746
C 0.391 4.336 2.615
C -0.778 4.264 1.870
C -1.102 3.056 1.283
N -0.344 1.959 1.390
H 3.091 -3.802 0.967
H 2.264 -5.578 -0.617
H 0.168 -5.119 -1.917
H -0.973 -2.951 -1.584
H 2.090 3.188 3.322
H 0.682 5.264 3.091
H -1.430 5.118 1.743
H -2.010 2.958 0.697
C -1.294 -0.709 -3.766
Sb -2.219 0.192 -2.070
C -4.182 0.320 -2.892
C -1.712 2.295 -2.440
C -1.018 2.566 -3.746
C -1.752 2.543 -4.932
C -1.152 2.725 -6.167
C 0.219 2.937 -6.233
C 0.953 2.991 -5.060
C 0.361 2.826 -3.805
C 1.219 2.936 -2.575
Sb 1.716 1.028 -1.678
C 2.907 0.382 -3.326
C 3.323 1.778 -0.494
H -1.440 -0.084 -4.646
H -1.755 -1.685 -3.923
H -0.228 -0.850 -3.591
H -4.112 0.585 -3.947
H -4.750 1.084 -2.363
H -4.700 -0.633 -2.791
H -1.137 2.642 -1.585
H -2.683 2.795 -2.401
H -2.823 2.371 -4.880
H -1.749 2.702 -7.071
H 0.712 3.080 -7.186
H 2.020 3.183 -5.102
H 0.751 3.537 -1.793
H 2.172 3.408 -2.822
H 3.604 1.179 -3.591
H 2.275 0.152 -4.184
H 3.468 -0.511 -3.051
H 4.016 2.301 -1.154
H 3.831 0.960 0.018
H 2.945 2.466 0.262

HOMO = -8.17 eV
total charge = 0
electronic energy = -51400.1451 eV
LUMO energy = 0.076 eV
gap between HOMO and LUMO = 0.3029 hartree

These are the Löwdin partial charges, in e, on atoms 1 to 6: 0.016 0.068 -0.468 0.037 -0.445 0.069